[1]
The following is a DFT calculation (ωB97M-V/def2-TZVPD) of 3 unconnected molecules or ions with the total composition C22H45Cl3IN3O3.

Geometry as XYZ:
```
77
Properties=species:S:1:pos:R:3:forces:R:3
C 1.76655 -4.59646 -5.57580 0.00 -0.10 -0.02
H -4.16332 3.96642 2.52642 -0.01 0.06 -0.05
H 0.78157 -5.01005 -5.78815 -0.03 0.06 0.01
H -0.51321 -1.97031 0.60699 0.08 -0.09 -0.01
H 3.17584 -1.77221 3.38945 -0.01 -0.03 -0.04
H 1.89654 -2.08967 -1.13140 -0.03 -0.02 0.01
H 1.48358 -2.08607 -4.16545 0.01 0.01 0.00
H 1.08675 -3.69252 0.53768 -0.12 0.08 0.01
C 1.70153 5.04626 -0.36754 -0.59 0.15 0.59
H -2.72497 2.85038 0.13841 0.04 0.22 -0.05
H 0.12564 4.76309 1.51816 0.01 -0.03 0.05
H 0.04433 -5.29013 -2.67851 0.07 -0.02 -0.07
H 2.47726 -5.11816 -6.21990 0.01 0.00 0.01
H 2.98774 -2.47425 -3.34914 0.01 -0.09 -0.04
H -5.35639 3.24747 0.75278 -0.05 -0.06 -0.06
C 1.05720 -2.18401 3.55624 0.06 -0.06 0.11
C -3.19272 3.87786 2.03978 -0.16 0.28 0.03
H -0.69927 -2.69728 -4.14967 0.02 0.01 0.01
H 1.25652 -5.81210 1.98748 0.01 0.01 0.01
H -0.35875 -5.14619 1.85595 -0.04 0.03 0.07
C 2.16878 -4.79030 -4.10806 0.15 -0.09 -0.04
C -4.75520 2.33947 0.78483 0.00 0.00 -0.25
H -2.60849 -2.06650 2.04653 0.01 0.02 0.01
N 1.55140 -3.93875 -3.10677 0.05 -0.06 -0.03
O -3.50747 8.53430 1.29099 0.00 -0.16 0.12
H -1.88313 -3.70887 -3.33033 0.01 0.01 0.01
C -2.92768 5.24036 1.36510 0.34 0.18 0.03
H 1.77140 -3.54627 -5.86862 0.00 0.01 0.02
H 2.21895 5.43133 0.52011 0.13 -0.02 -0.07
O -1.83948 7.09986 0.71666 -0.25 0.08 0.45
H 0.39205 -1.64832 -1.95418 0.00 0.01 0.01
Cl -2.06193 3.60262 3.38708 -0.08 -0.11 0.02
C -3.04338 7.45409 1.32630 0.28 0.21 -0.28
H 0.41064 -2.81292 4.18954 0.01 0.01 0.01
C 1.25613 -3.68242 1.61777 0.13 -0.17 0.00
C 1.90069 -2.53672 -3.25005 -0.09 0.11 -0.01
H 3.37597 2.04853 -0.20597 -0.08 -0.12 0.21
C -0.48138 -1.93900 1.70020 -0.11 0.09 -0.02
C -1.71607 -2.66071 2.25642 -0.10 0.05 -0.13
H 0.58743 -4.88523 3.32540 0.01 0.02 0.01
H 2.81402 -3.44258 3.85021 0.00 0.00 0.00
H 1.62365 3.11428 -1.34146 -0.35 0.08 0.01
N -0.46954 5.09793 0.77625 -0.38 0.54 -0.70
I -3.67124 5.24302 -0.75414 0.16 -0.25 0.12
H -0.20169 5.39099 -1.27867 -0.20 0.28 0.03
C 0.64079 -4.94566 2.23761 0.04 -0.07 -0.12
H 3.25117 -4.64829 -4.02925 -0.01 0.08 0.03
H -0.97878 -4.35779 -4.68520 0.05 0.06 -0.05
N 0.82743 -2.39466 2.13920 -0.03 0.07 -0.17
H 3.89064 3.72680 -0.15664 0.04 -0.10 -0.08
C 1.74345 3.51925 -0.33424 0.83 -0.24 -0.12
H -1.86657 -3.63344 1.79058 0.03 -0.04 0.05
H 0.40779 6.74352 -0.26508 -0.21 0.05 -0.07
H 0.78948 -1.14800 3.78165 -0.07 0.00 -0.05
H 1.83234 -0.67034 -2.17987 0.02 0.00 -0.02
H -0.07357 -3.78271 -1.83528 0.05 0.04 -0.01
C -0.90242 -3.71387 -3.81045 -0.06 -0.09 0.03
C 0.15503 -4.21140 -2.81479 -0.16 0.03 0.14
C -1.50772 5.87044 1.31573 0.16 -0.25 0.66
C 3.11423 3.03218 0.17752 -0.04 0.54 -0.14
H 2.22309 5.43197 -1.24324 0.10 -0.03 0.01
H 3.15111 3.04934 1.26776 0.00 -0.19 -0.01
H 2.62499 -2.15130 5.02556 0.00 0.01 0.00
O -3.60366 6.35324 1.93085 -0.27 -0.19 -0.47
C 1.47705 -1.69455 -2.05794 0.01 0.05 0.05
Cl -0.98362 6.43531 3.03559 0.08 -0.11 -0.17
H -5.13016 1.68423 1.57005 0.01 0.14 0.12
H -4.87579 1.80901 -0.15969 0.05 0.06 -0.01
H -0.56389 -0.87840 1.95530 0.10 -0.01 0.09
Cl -2.52880 1.17075 1.69774 0.01 0.07 -0.19
H 1.99163 -5.83174 -3.82568 -0.07 0.02 0.03
H -1.66205 -2.79745 3.33663 0.02 0.00 0.01
C -3.28790 2.67374 1.04239 -0.03 -0.52 0.70
H 2.34169 -3.74840 1.72186 -0.01 0.07 0.07
H 0.96838 3.09972 0.30482 -0.17 0.01 -0.13
C 0.29399 5.66249 -0.34396 0.63 -0.60 -0.32
C 2.50377 -2.40431 3.97151 0.01 0.01 0.03
```
Positions in Å, forces in eV/Å.

Its HOMO energy is -8.074 eV. Its largest force on an atom is 1.0 eV Å⁻¹. The LUMO energy comes out at -0.753 eV. As for the structure (SMILES): CCCCN[C@@]1(Cl)OC(=O)O[C@]1(I)[C@H](Cl)[C@H](C)Cl.CCN(CC)CC.CCN(CC)CC. The energy above the lowest of the compared OMol25 structures with the same formula, charge and spin is 0.00 kcal/mol. The total charge is 0.



[2]
The following is a DFT calculation (ωB97M-V/def2-TZVPD) of C5H6N2S2 in the gas phase at a distorted geometry.

Geometry as XYZ:
```
15
Properties=species:S:1:pos:R:3:forces:R:3
H 0.56456 -0.42739 3.75297 0.14 -0.31 0.97
H 2.01040 1.32228 -1.37636 -2.24 0.57 1.26
H 0.70576 2.25714 -0.26601 0.54 1.85 -0.06
H 1.67247 0.91834 0.30570 -0.47 0.31 -0.37
N -1.62358 -0.53580 -1.80309 -2.35 -1.77 -1.00
S 0.04116 -2.49129 2.05440 0.34 -0.27 0.40
C -0.26225 -0.60906 -0.08929 1.81 1.38 4.57
N 0.03016 0.53013 -0.83801 -0.65 -2.24 -0.17
S 0.34952 0.39781 2.75834 0.10 0.54 -0.88
C 1.14070 1.34713 -0.56811 3.11 -0.70 -0.49
H -0.94669 1.12003 -2.74771 0.74 0.16 0.56
H -1.71814 -2.16021 -0.30998 -0.05 1.40 -0.69
C -0.83643 0.44665 -1.89383 1.23 2.58 -0.84
C 0.18901 -0.94091 1.69643 -1.66 0.14 -4.81
C -1.31665 -1.17485 -0.67546 -0.61 -3.64 1.55
```
Positions in Å, forces in eV/Å.

Its HOMO energy is -8.818 eV. Its largest force on an atom is 5.1 eV Å⁻¹. The LUMO energy comes out at -0.451 eV. As for the structure (SMILES): Cn1cncc1C(=S)S. The energy above the lowest of the compared OMol25 structures with the same formula, charge and spin is 28.27 kcal/mol. The total charge is 0.



[3]
The following is a DFT calculation (ωB97M-V/def2-TZVPD) of a molecular structure, C2H5Br2OPS at a distorted geometry.

Geometry as XYZ:
```
12
Properties=species:S:1:pos:R:3:forces:R:3
H -0.59046 0.57194 1.06837 -0.12 0.11 -0.43
H -0.64015 0.31793 -0.80385 -0.51 0.33 1.29
P 3.14424 -0.04777 -0.30629 -2.13 -0.25 -4.40
H -0.13593 -2.26360 0.51113 1.20 0.64 -0.59
C -0.77347 -0.10062 0.22750 1.16 -2.05 -0.79
Br 5.11689 -1.12882 -0.17311 -1.09 0.24 -0.06
H 0.78611 -1.12392 -0.79240 -0.50 -1.42 -0.33
H -1.75396 -0.59846 0.32701 0.32 0.50 -0.10
Br 3.83102 1.95718 0.12499 -0.29 0.00 0.34
S 1.79552 -0.85705 1.17599 1.35 0.36 0.27
O 2.23012 0.17190 -2.29135 2.11 -0.88 5.08
C 0.35202 -1.30485 0.19878 -1.51 2.41 -0.28
```
Positions in Å, forces in eV/Å.

Its HOMO energy (spin up / spin down) is -9.755 / -9.758 eV. Its largest force on an atom is 5.6 eV Å⁻¹. The LUMO energy (spin up / spin down) comes out at -1.683 / -1.685 eV. The energy above the lowest of the compared OMol25 structures with the same formula, charge and spin is 111.52 kcal/mol. The total charge is 0.



[4]
The following is a DFT calculation (ωB97M-V/def2-TZVPD) of 2 unconnected molecules or ions with the total composition C10H12OS2 at a distorted geometry.

Geometry as XYZ:
```
25
Properties=species:S:1:pos:R:3:forces:R:3
C -1.74485 0.79550 1.35217 -0.72 1.15 0.57
H 3.94703 0.08859 -2.59292 -0.61 0.53 0.52
S 0.54296 -2.16987 -0.69762 -1.33 -1.29 0.77
C 1.83835 -2.03503 0.48757 1.14 -2.14 0.60
C 2.94514 0.17181 -2.13318 0.38 -0.94 -1.81
H 1.10630 0.42532 0.44213 -0.09 0.49 -3.59
H 2.84014 1.78525 -0.67660 0.77 0.94 -0.49
H -2.07303 2.76117 0.81422 -0.18 0.42 -0.09
C 1.95960 -0.89372 -2.52140 1.48 1.28 0.21
H 1.65175 -1.47559 1.41435 0.37 0.83 -0.87
C 2.38670 1.07277 -1.32731 0.19 -1.39 1.64
O -0.98730 1.12415 2.22960 0.97 0.67 0.51
H -3.60528 1.79157 1.02815 0.95 0.11 -0.55
S 2.14440 -2.10410 -3.55150 0.36 -0.24 -0.68
C -1.94715 -0.58653 1.19012 -0.32 -0.40 -0.31
H -0.10320 -0.71920 -2.17817 -1.74 0.62 -1.28
H 2.10028 -3.02421 0.95165 -0.73 0.32 -0.78
C 1.08487 0.59713 -0.80389 -2.04 -0.53 1.39
H 0.25827 1.30442 -1.04387 0.49 -0.15 0.58
C 0.79234 -0.69335 -1.65816 1.03 0.44 2.43
H -1.98857 -2.83492 1.01713 0.00 0.34 0.24
H -2.57068 1.59189 -0.46800 -0.23 0.17 0.30
C -2.56142 1.82149 0.60756 -0.41 -0.77 -0.01
H 2.67940 -1.93755 -0.21122 0.56 1.09 1.15
C -1.94883 -1.77501 1.17719 -0.29 -1.56 -0.49
```
Positions in Å, forces in eV/Å.

Its HOMO energy is -8.364 eV. Its largest force on an atom is 3.6 eV Å⁻¹. The LUMO energy comes out at -0.530 eV. As for the structure (SMILES): CS[C@H]1CC=CC1=S.C#CC(C)=O. The energy above the lowest of the compared OMol25 structures with the same formula, charge and spin is 86.49 kcal/mol. The total charge is 0.